The following is a quantum chemistry calculation of the molecule C4H8O, from OMol25.

The HOMO-LUMO gap is 8.9 eV. The value obtained for the HOMO energy is -0.2890 Ha. The calculation puts the energy above the lowest of the compared OMol25 structures with the same formula, charge and spin at 4.1263 eV. As for the LUMO energy: 1.057 eV.

Geometry as XYZ:
```
13
C4H8O, DFT wB97M-V/def2-TZVPD
C -1.500 0.137 0.272
C -0.339 -0.399 -0.575
C 0.941 -0.806 0.046
C 1.054 1.513 0.060
O 1.777 0.529 0.460
H -2.389 -0.471 0.069
H -1.283 0.068 1.345
H -1.743 1.182 0.064
H -0.250 0.054 -1.568
H 1.563 -1.368 -0.668
H -0.486 -1.501 -0.720
H 0.764 -1.386 0.966
H 1.527 2.485 0.311
```

***

The following is a quantum chemistry calculation of a structure of composition C3H2MgO3, from OMol25.

The HOMO-LUMO gap (spin up / spin down) is 4.5 / 5.4 eV. As for the spin multiplicity: 2. The expectation value of S² is 0.763. The value obtained for the HOMO energy (spin up / spin down) is -0.4448 / -0.4838 Ha. The calculation puts the energy above the lowest of the compared OMol25 structures with the same formula, charge and spin at 0.5083 eV. As for the LUMO energy (spin up / spin down): -7.560 / -7.722 eV. As for the net charge: +1.

Geometry as XYZ:
```
9
C3H2MgO3, DFT wB97M-V/def2-TZVPD
C -1.546 0.913 -0.002
C -1.320 -0.359 -0.233
O -0.130 -1.038 -0.136
H -2.166 -0.970 0.179
H -2.356 1.583 -0.281
C 1.065 -0.430 0.120
O 1.146 0.811 0.304
O 2.102 -1.138 0.035
Mg 3.205 0.628 0.013
```

***

The following is a quantum chemistry calculation of a cluster of 2 separate species, C5H11BrO2Si in total, from OMol25.

The HOMO-LUMO gap (spin up / spin down) is 7.0 / 5.5 eV. The value obtained for the HOMO energy (spin up / spin down) is -0.2597 / -0.2161 Ha. The calculation puts the energy above the lowest of the compared OMol25 structures with the same formula, charge and spin at 5.1385 eV. As for the LUMO energy (spin up / spin down): -0.032 / -0.426 eV.

Geometry as XYZ:
```
20
C5H11BrO2Si, DFT wB97M-V/def2-TZVPD
C 1.152 -2.796 -0.866
C -0.030 -2.369 -0.565
C 1.459 1.327 -0.424
C -2.958 0.849 -0.838
C 1.164 1.103 2.236
O 0.460 0.504 -1.027
O -2.163 -0.338 -0.864
Si -0.585 -0.569 -0.631
Br -0.330 1.310 3.494
H 1.488 -3.856 -1.089
H 1.908 -1.927 -1.056
H -0.743 -3.227 -0.534
H 1.224 1.209 1.185
H 1.266 2.369 -0.946
H 2.375 0.865 -0.619
H -2.260 1.677 -0.769
H -3.509 0.829 0.045
H -3.492 0.917 -1.740
H 1.766 1.904 2.530
H 1.810 0.217 2.479
```

***

The following is a quantum chemistry calculation of a cluster of 2 separate species, C4H12 in total, from OMol25.

The HOMO-LUMO gap is 12.1 eV. Its structure (SMILES) is CC.CC. The value obtained for the HOMO energy is -0.4025 Ha. The calculation puts the energy above the lowest of the compared OMol25 structures with the same formula, charge and spin at 1.5729 eV. As for the LUMO energy: 1.134 eV.

Geometry as XYZ:
```
16
C4H12, DFT wB97M-V/def2-TZVPD
C 1.775 -1.224 -0.637
C 0.720 -0.962 -1.628
H 1.328 -1.058 0.417
H 2.329 -2.265 -0.702
H 2.418 -0.354 -0.613
H 1.002 0.084 -2.014
H 0.728 -1.788 -2.460
H -0.380 -0.938 -1.313
C -1.361 0.777 0.468
C -1.119 1.475 1.866
H -0.860 1.249 -0.345
H -0.931 -0.258 0.280
H -2.408 0.736 0.232
H -0.059 1.813 1.966
H -1.865 2.153 1.923
H -1.316 0.558 2.559
```

***

The following is a quantum chemistry calculation of the ion C5H9NO3P with charge +1, from OMol25.

The HOMO-LUMO gap is 8.8 eV. Its structure (SMILES) is C[C@@H]1CCOP(#[N+]C=O)O1. The value obtained for the HOMO energy is -0.5353 Ha. The calculation puts the energy above the lowest of the compared OMol25 structures with the same formula, charge and spin at 0.0000 eV. As for the LUMO energy: -5.731 eV. As for the net charge: +1.

Geometry as XYZ:
```
19
C5H9NO3P, DFT wB97M-V/def2-TZVPD
C -3.291 1.786 0.819
C 1.594 -0.232 -0.585
C 1.015 0.342 -1.866
C 0.615 -1.164 0.111
C 1.001 -1.456 1.548
N -2.223 1.713 -0.070
O -3.356 1.627 1.994
O -0.070 1.247 -1.565
O -0.692 -0.528 0.147
P -0.949 0.905 -0.354
H -4.141 2.113 0.193
H 2.523 -0.765 -0.791
H 1.824 0.602 0.091
H 1.748 0.942 -2.410
H 0.642 -0.446 -2.528
H 0.471 -2.095 -0.448
H 0.242 -2.069 2.028
H 1.102 -0.529 2.108
H 1.945 -1.992 1.577
```

***

The following is a quantum chemistry calculation of a cluster of 10 separate species, F6H18O9P in total, from OMol25.

The HOMO-LUMO gap (spin up / spin down) is 10.2 / 1.9 eV. As for the spin multiplicity: 2. The expectation value of S² is 0.755. The value obtained for the HOMO energy (spin up / spin down) is -0.3869 / -0.3594 Ha. The calculation puts the energy above the lowest of the compared OMol25 structures with the same formula, charge and spin at 0.1391 eV. As for the LUMO energy (spin up / spin down): -0.375 / -7.903 eV.

Geometry as XYZ:
```
34
F6H18O9P, DFT wB97M-V/def2-TZVPD
P 2.199 -26.489 -13.571
F 3.566 -26.303 -14.519
F 2.484 -28.098 -13.595
F 3.091 -26.333 -12.233
F 0.879 -26.740 -12.704
F 1.887 -24.894 -13.658
F 1.366 -26.660 -14.965
O 1.122 -28.734 -16.647
H 2.027 -28.879 -16.923
H 1.174 -28.641 -15.696
O -0.609 -25.917 -16.854
H 0.234 -26.367 -16.798
H -1.255 -26.622 -16.900
O 4.836 -24.056 -14.612
H 4.124 -24.692 -14.544
H 4.671 -23.434 -13.904
O 2.304 -22.553 -15.640
H 2.847 -21.835 -15.965
H 2.648 -22.737 -14.766
O 2.396 -29.384 -11.358
H 2.279 -28.743 -12.059
H 2.238 -28.890 -10.553
O 5.334 -27.953 -11.512
H 5.823 -27.335 -12.056
H 4.419 -27.696 -11.622
O 1.994 -27.261 -9.356
H 2.482 -26.551 -9.774
H 1.990 -27.035 -8.426
O -1.918 -27.397 -11.557
H -2.328 -26.836 -12.215
H -1.181 -27.803 -12.013
O -0.277 -23.514 -15.660
H -0.405 -24.221 -16.292
H 0.659 -23.317 -15.707
```

***

The following is a quantum chemistry calculation of a structure of composition C11H20MnN3O4PS4, from OMol25.

The HOMO-LUMO gap (spin up / spin down) is 6.3 / 6.6 eV. As for the spin multiplicity: 2. The expectation value of S² is 1.049. The value obtained for the HOMO energy (spin up / spin down) is -0.5644 / -0.5609 Ha. The calculation puts the energy above the lowest of the compared OMol25 structures with the same formula, charge and spin at 0.2779 eV. As for the LUMO energy (spin up / spin down): -9.068 / -8.704 eV. As for the net charge: +2.

Geometry as XYZ:
```
44
C11H20MnN3O4PS4, DFT wB97M-V/def2-TZVPD
Mn 1.432 0.684 -0.152
C 1.451 4.800 -0.371
C 1.466 3.566 0.501
C 2.089 3.796 1.865
O 2.231 2.501 -0.200
C 0.062 2.976 0.670
O -0.870 3.654 0.988
O -0.026 1.662 0.443
H 2.457 5.210 -0.476
H 0.819 5.551 0.099
H 1.047 4.580 -1.358
H 3.111 4.166 1.764
H 2.094 2.884 2.464
H 1.508 4.550 2.394
H 3.167 2.729 -0.238
S 3.105 -0.096 -1.685
S 4.851 -0.489 -0.891
S 4.770 -2.283 0.082
S 3.044 -3.025 -0.073
O 2.624 -0.430 2.324
C 2.167 -0.035 1.368
C -1.868 -3.664 -0.155
N -2.151 -2.542 0.864
C -3.290 -1.661 0.295
N -2.949 -1.184 -0.994
C -2.684 -2.292 -1.909
N -1.575 -3.122 -1.433
C -0.284 -2.438 -1.499
P -0.288 -0.943 -0.409
C -0.922 -1.734 1.139
C -1.879 -0.191 -0.977
H -2.772 -4.272 -0.189
H -1.039 -4.253 0.237
H -2.472 -2.966 1.737
H -3.450 -0.848 1.003
H -4.169 -2.305 0.256
H -2.446 -1.900 -2.895
H -3.578 -2.911 -1.988
H -0.092 -2.125 -2.527
H 0.516 -3.124 -1.220
H -1.171 -0.953 1.861
H -0.167 -2.388 1.579
H -1.746 0.223 -1.978
H -2.127 0.640 -0.316
```

***

The following is a quantum chemistry calculation of a cluster of 4 separate species, C35H64BF5N6O4 in total, from OMol25.

The HOMO-LUMO gap (spin up / spin down) is 4.3 / 4.9 eV. As for the spin multiplicity: 4. The expectation value of S² is 3.764. The value obtained for the HOMO energy (spin up / spin down) is -0.3713 / -0.3921 Ha. As for the LUMO energy (spin up / spin down): -5.787 / -5.787 eV. As for the net charge: +1.

Geometry as XYZ:
```
115
C35H64BF5N6O4, DFT wB97M-V/def2-TZVPD
C 9.581 0.672 4.541
C 9.264 0.157 3.016
F 10.301 -0.874 2.648
C 7.742 -0.460 2.937
C 6.363 0.445 2.962
C 4.892 -0.244 2.873
B 3.470 0.626 2.946
N 2.216 0.087 2.285
O 3.504 1.912 3.724
N 4.797 -1.715 2.722
N 5.940 -2.435 2.706
C 5.691 -3.955 2.543
F 6.760 -4.645 1.788
F 4.446 -4.078 1.696
C 5.301 -4.678 3.983
F 4.364 -3.852 4.813
F 6.472 -5.040 4.816
C 7.393 -2.092 2.814
H 10.687 1.078 4.629
H 8.769 1.458 4.847
H 9.511 -0.266 5.244
H 9.418 1.085 2.282
H 6.426 1.620 3.065
H 2.262 -0.972 2.201
H 1.411 0.255 2.945
H 3.802 1.693 4.675
H 4.718 -5.694 3.765
H 8.288 -2.872 2.816
C -2.013 1.475 -2.198
C -1.129 0.621 -1.246
C -0.788 -0.746 -1.908
C -1.930 -1.753 -1.887
C -2.505 -1.903 -0.482
C -2.927 -0.547 0.140
N -1.834 0.478 0.074
O -0.870 0.136 1.040
C -4.202 -0.028 -0.581
C -3.420 -0.799 1.602
C 0.206 1.434 -1.141
H -2.658 2.163 -1.640
H -1.411 2.103 -2.866
H -2.641 0.865 -2.854
H 0.072 -1.198 -1.393
H -0.471 -0.589 -2.946
H -2.714 -1.458 -2.591
H -1.563 -2.726 -2.234
H -3.361 -2.587 -0.517
H -1.754 -2.391 0.154
H -4.491 0.962 -0.208
H -5.052 -0.702 -0.405
H -4.105 0.032 -1.664
H -2.664 -1.286 2.226
H -4.296 -1.460 1.614
H -3.713 0.141 2.087
H 0.042 2.406 -0.662
H 0.629 1.620 -2.136
H 0.980 0.899 -0.581
C 3.179 -1.726 -8.005
C 2.349 -1.705 -6.690
C 2.937 -2.720 -5.665
C 2.593 -4.174 -5.958
C 1.093 -4.352 -6.174
C 0.527 -3.401 -7.259
N 0.907 -1.969 -7.021
O 0.128 -1.494 -5.950
C 1.021 -3.868 -8.656
C -1.021 -3.600 -7.342
C 2.591 -0.269 -6.114
H 2.568 -1.445 -8.871
H 4.009 -1.010 -7.979
H 3.635 -2.700 -8.203
H 2.567 -2.480 -4.659
H 4.028 -2.614 -5.621
H 3.149 -4.531 -6.831
H 2.916 -4.800 -5.119
H 0.892 -5.396 -6.441
H 0.580 -4.180 -5.217
H 0.691 -3.178 -9.443
H 0.616 -4.859 -8.903
H 2.102 -3.975 -8.731
H -1.522 -3.428 -6.383
H -1.270 -4.629 -7.633
H -1.466 -2.931 -8.088
H 2.181 0.500 -6.779
H 3.664 -0.071 -5.998
H 2.152 -0.136 -5.120
C -5.040 6.191 4.559
C -5.918 5.129 5.278
C -5.054 4.293 6.267
C -4.180 3.240 5.598
C -4.997 2.372 4.646
C -5.788 3.204 3.605
N -6.608 4.287 4.241
O -7.718 3.677 4.854
C -4.795 3.811 2.575
C -6.653 2.232 2.739
C -6.914 5.981 6.136
H -5.437 6.439 3.568
H -5.003 7.137 5.113
H -3.999 5.874 4.447
H -5.710 3.782 6.985
H -4.416 4.960 6.860
H -3.350 3.714 5.064
H -3.723 2.606 6.365
H -4.326 1.668 4.139
H -5.688 1.757 5.240
H -5.315 4.459 1.859
H -4.302 3.019 1.995
H -3.985 4.382 3.024
H -7.337 1.624 3.340
H -6.019 1.524 2.190
H -7.245 2.783 1.998
H -7.573 6.583 5.498
H -6.371 6.668 6.796
H -7.538 5.363 6.791
```

***

In the order shown, the computed F_max values come out to 0.04359; 0.06353; 0.09622; 0.11851; 0.07690; 0.05597; 0.00389; 0.10120 Eh/bohr.